CH2NO3S | ωB97M-V with the def2-TZVPD basis set

```
8
Properties=species:S:1:pos:R:3
C 0.46202 -0.45022 0.09351
N -0.71963 0.13953 0.29918
O 1.57342 0.12842 -0.00674
O 0.39584 -1.79276 0.16293
O -0.45316 2.00155 0.10399
S -2.26130 -0.06445 -0.06772
H 0.25188 2.24142 -0.42139
H -0.51617 -2.02252 0.09749
```

Results
* ΔE to the lowest compared entry with this formula, charge and spin: 70.0 kcal/mol
* lowest unoccupied orbital energy (spin up / spin down): 3.71 / 3.71 eV
* net charge: -1
* frontier orbital gap (spin up / spin down): 6.94 / 6.94 eV
* spin multiplicity: 1
* total energy: -717.92986 Ha

=====

C6H7FO | ωB97M-V with the def2-TZVPD basis set

```
15
Properties=species:S:1:pos:R:3
C -1.33113 -0.04751 -0.47580
C -0.55802 -0.88464 0.53153
C 0.80411 -1.16700 0.47141
C 1.51886 0.06054 -0.21789
C 0.72026 1.31013 0.41937
C -0.67425 0.83163 0.48398
H -0.90263 -0.06807 -1.49382
H -1.13565 -1.35761 1.26861
H 1.41005 -2.28618 0.03874
H 1.19430 -1.23722 1.56798
H 1.12972 1.15576 1.77549
H 1.24577 2.42154 -0.01629
H -1.31507 1.33620 1.18325
O 2.53851 -0.03861 -0.85941
F -2.75706 -0.03050 -0.52492
```

Results
* ΔE to the lowest compared entry with this formula, charge and spin: 100.6 kcal/mol
* lowest unoccupied orbital energy: 0.24 eV
* frontier orbital gap: 9.74 eV
* spin multiplicity: 1
* total energy: -407.75832 Ha

=====

C19H30Br2GeN3OZr | ωB97M-V with the def2-TZVPD basis set

```
57
Properties=species:S:1:pos:R:3
Zr -0.42563 0.20535 0.19532
Br -2.29114 0.58865 -2.17950
C -0.99665 1.79277 -1.27625
Br 2.19270 1.20651 -0.27892
H -1.59320 2.65129 -0.97489
H -0.29461 2.09514 -2.04992
C -0.63207 -3.10816 -2.64692
C 0.28452 -2.45311 -1.66548
O 0.09409 -1.28071 -1.28035
N 1.31283 -3.13698 -1.18566
C 2.24025 -2.54967 -0.21677
C 1.67130 -2.55001 1.18209
C 2.15460 -3.44302 2.12115
C 1.60190 -3.46970 3.39308
C 0.57183 -2.59651 3.68394
C 0.14989 -1.72295 2.69857
N 0.68051 -1.68215 1.46463
H -1.15273 -2.34336 -3.21665
H -1.37101 -3.69669 -2.09909
H -0.09066 -3.77219 -3.31871
H 1.46040 -4.08347 -1.49895
H 2.47439 -1.53514 -0.53244
H 3.15522 -3.13586 -0.24209
H 2.96365 -4.11022 1.85671
H 1.96843 -4.16338 4.13775
H 0.09944 -2.57803 4.65559
H -0.65328 -1.02418 2.90088
C 0.60209 1.13274 4.43368
Ge 1.82895 1.57740 2.95985
C 3.27933 0.26811 2.93121
C 2.57249 3.34483 3.32687
C 0.89782 1.66592 1.19998
H 0.75882 1.86684 5.22447
H 0.84314 0.15003 4.83834
H -0.45384 1.15239 4.16495
H 3.72277 0.24141 3.92762
H 4.04967 0.56632 2.22137
H 2.94251 -0.73855 2.67995
H 3.15294 3.30108 4.24897
H 1.77585 4.07772 3.45709
H 3.22660 3.67897 2.52183
H 0.67583 2.71321 0.99531
C -2.09394 2.63899 2.27200
C -2.75341 1.32289 2.02202
C -4.00771 0.92538 2.36011
C -4.19804 -0.40189 1.85723
C -3.05240 -0.76858 1.22979
C -2.73340 -2.04410 0.51206
N -2.12133 0.28386 1.32254
H -2.78945 3.29424 2.79302
H -1.80721 3.13465 1.34161
H -1.19944 2.54583 2.89182
H -4.73009 1.51921 2.89677
H -5.09035 -1.00180 1.94091
H -3.55748 -2.74348 0.64259
H -1.83510 -2.53697 0.90087
H -2.61341 -1.88612 -0.56478
```

Results
* ΔE to the lowest compared entry with this formula, charge and spin: 0.0 kcal/mol
* lowest unoccupied orbital energy: -3.22 eV
* net charge: +1
* frontier orbital gap: 7.18 eV
* spin multiplicity: 1
* total energy: -8253.37303 Ha